w | This record from the Open Molecules 2025 dataset describes an isolated molecule of C4H4N2. The level of theory is ωB97M-V with the def2-TZVPD basis set.

XYZ file:
```
10
Properties=species:S:1:pos:R:3:mulliken_charge:R:1
C -0.915 0.105 0.260 -0.525
C -0.223 1.243 -0.164 -0.086
N 1.063 1.091 -0.424 -0.448
C 1.351 -0.153 -0.072 0.103
N 0.792 -1.295 -0.440 -0.449
C -0.494 -1.154 -0.177 -0.083
H -1.799 0.194 0.836 0.376
H -0.681 2.229 -0.266 0.376
H 2.064 -0.244 0.720 0.361
H -1.158 -2.016 -0.274 0.375
```

Computed properties:
Kohn-Sham gap (hartree): 0.328
SMILES: c1cncnc1


x | This record from the Open Molecules 2025 dataset describes an isolated molecule of C4H4N2. The level of theory is ωB97M-V with the def2-TZVPD basis set.

XYZ file:
```
10
Properties=species:S:1:pos:R:3:mulliken_charge:R:1
C 1.106 -0.809 0.011 -0.237
C -0.154 -1.269 -0.326 -0.143
N -1.112 -0.405 -0.425 -0.547
C -1.001 0.835 -0.181 -0.090
C 0.231 1.309 0.271 -0.129
N 1.221 0.493 0.353 -0.524
H 1.933 -1.363 0.052 0.502
H -0.366 -2.272 -0.423 0.441
H -1.958 1.295 -0.198 0.417
H 0.099 2.186 0.867 0.310
```

Computed properties:
Kohn-Sham gap (hartree): 0.365
SMILES: c1cnccn1


y | This record from the Open Molecules 2025 dataset describes C4H4N2 as an isolated structure. The level of theory is ωB97M-V with the def2-TZVPD basis set.

XYZ file:
```
10
Properties=species:S:1:pos:R:3:mulliken_charge:R:1
C -1.192 -0.347 -0.538 -0.368
C -0.076 0.648 -0.543 -0.198
N 1.833 1.394 -0.532 -0.052
N 2.243 0.734 0.298 -0.091
C 0.551 -0.312 0.473 -0.155
C -0.842 -0.758 0.691 -0.377
H -1.971 -0.624 -1.220 0.384
H -0.436 1.679 -0.350 0.236
H 1.234 -1.150 0.236 0.237
H -1.343 -1.266 1.485 0.385
```

Computed properties:
Kohn-Sham gap (spin up / spin down) (hartree): 0.281 / 0.283


z | This record from the Open Molecules 2025 dataset describes a 2-piece molecular cluster, C4H4N2 overall. The level of theory is ωB97M-V with the def2-TZVPD basis set.

XYZ file:
```
10
Properties=species:S:1:pos:R:3:mulliken_charge:R:1
C -0.820 0.521 -0.823 -0.197
C 0.225 0.075 -0.226 -0.188
C -1.098 -0.582 0.216 -0.414
C 2.846 0.577 0.059 0.128
N 3.688 -0.410 0.699 -0.199
N 3.575 -0.385 -0.552 -0.186
H -1.423 0.946 -1.696 0.283
H -1.422 -0.355 1.281 0.204
H -1.303 -1.604 -0.251 0.193
H 2.942 1.572 0.037 0.376
```

Computed properties:
Kohn-Sham gap (spin up / spin down) (hartree): 0.327 / 0.280


Quick one: most stable of them? x


w | This record from the Open Molecules 2025 dataset describes C20H22N2O3S as an isolated structure. The level of theory is ωB97M-V with the def2-TZVPD basis set.

XYZ file:
```
48
Properties=species:S:1:pos:R:3:mulliken_charge:R:1
C 3.155 -2.134 1.648 -1.317
C 1.773 -1.923 1.122 0.039
C 1.220 -1.816 -0.156 -0.994
C -0.105 -1.717 0.083 0.988
C -0.205 -1.830 1.427 -0.153
N 0.798 -2.006 2.238 0.362
C 0.870 -2.075 3.757 -1.163
H 1.845 -2.935 3.754 0.351
H 0.081 -2.712 3.961 0.658
C 1.202 -0.814 4.283 0.513
C 0.449 0.190 3.701 -1.351
H 0.142 0.827 4.479 0.486
C 1.881 1.262 3.030 -0.632
H 1.838 0.705 2.044 0.118
C 2.957 0.698 3.960 -0.681
H 2.759 1.379 5.054 0.261
H 3.855 0.957 3.597 0.520
O 2.563 -0.569 4.416 -0.473
H 1.527 2.133 2.890 0.672
H -0.322 0.113 3.012 0.494
H 0.941 -1.044 5.343 0.249
C -1.853 -2.160 2.302 -1.372
H -1.931 -1.503 3.014 0.552
H -2.637 -1.859 1.544 0.327
H -1.760 -3.329 2.330 0.335
C -1.122 -1.554 -0.997 0.516
O -2.214 -1.409 -0.737 -0.499
C -0.567 -1.467 -2.387 -1.671
H -1.349 -1.206 -2.913 0.767
H 0.138 -2.054 -2.562 0.763
S 0.406 0.139 -2.414 -0.212
C -0.508 1.137 -3.396 0.493
N -1.712 0.715 -4.031 -0.570
C -2.061 1.928 -4.645 0.491
C -3.190 2.037 -5.486 -0.821
C -3.574 3.103 -6.114 -0.792
C -2.473 4.275 -5.863 -0.504
C -1.738 4.248 -4.776 -0.566
C -1.334 2.886 -4.365 0.724
O -0.430 2.351 -3.410 -0.321
H -0.987 5.156 -4.639 0.251
H -2.978 5.245 -5.969 0.293
H -4.239 3.421 -6.617 0.800
H -3.813 1.270 -5.677 0.507
H 1.933 -1.793 -0.852 0.680
H 3.429 -3.124 1.705 0.340
H 3.875 -1.701 0.819 0.377
H 3.466 -1.441 2.494 0.162
```

Computed properties:
Kohn-Sham gap (hartree): 0.308


x | This record from the Open Molecules 2025 dataset describes C20H22N2O3S as an isolated structure. The level of theory is ωB97M-V with the def2-TZVPD basis set.

XYZ file:
```
48
Properties=species:S:1:pos:R:3:mulliken_charge:R:1
C 1.671 2.439 3.902 -1.278
H 0.614 2.444 3.672 0.305
H 1.907 2.112 4.880 0.402
H 2.214 3.343 3.535 0.462
C 2.497 1.320 2.910 -1.219
N 1.962 1.554 1.694 0.311
C 2.699 2.219 0.808 0.425
O 3.948 2.367 0.967 -0.690
C 2.192 1.971 -0.601 -0.492
H 2.733 2.588 -1.387 0.422
H 1.057 2.347 -0.410 0.208
S 2.032 0.201 -1.089 -0.148
C 0.502 0.288 -2.142 0.505
C -0.463 1.233 -2.273 -0.170
C -1.598 1.121 -2.929 0.066
O -2.467 2.254 -3.063 -0.805
N -2.163 0.024 -3.237 0.049
C -1.425 -1.136 -2.862 0.244
C -1.912 -2.670 -3.228 -0.710
C -1.198 -3.596 -2.845 -0.479
C 0.260 -3.536 -2.361 -0.893
C 0.550 -2.208 -1.877 -0.500
C -0.195 -1.165 -2.230 0.865
H 1.504 -2.066 -1.504 0.611
H 0.897 -4.644 -2.154 0.221
H -1.535 -4.660 -3.224 0.238
H -2.791 -2.509 -3.725 0.651
C -3.534 -0.403 -3.654 -1.494
H -3.920 0.875 -3.723 0.387
H -4.192 -0.770 -3.066 0.469
H -3.452 -0.833 -4.650 0.516
H 0.050 2.267 -2.178 0.288
H 0.976 1.090 1.430 -0.207
C 1.997 -0.027 3.510 -0.740
H 2.462 -0.227 4.513 0.370
H 2.179 -1.015 2.941 0.282
C 0.538 -0.453 3.710 -1.442
C -0.594 -0.272 2.605 0.428
C -1.173 0.508 1.923 -0.023
C -1.740 -0.123 0.917 -0.431
C -1.329 -1.256 0.692 -0.491
O -0.541 -1.442 2.041 -0.453
H -1.276 -2.129 0.154 0.707
H -2.283 0.461 -0.028 0.156
H -1.258 1.481 2.292 0.518
H -0.037 0.424 4.261 0.328
H 0.258 -1.226 4.173 0.797
H 3.375 1.433 2.912 1.436
```

Computed properties:
Kohn-Sham gap (hartree): 0.292


Quick one: most stable of them? w


w | This record from the Open Molecules 2025 dataset describes C3H11NO6P2 as an isolated structure. The level of theory is ωB97M-V with the def2-TZVPD basis set.

XYZ file:
```
23
Properties=species:S:1:pos:R:3:mulliken_charge:R:1
C -2.132 -4.494 1.191 -0.635
C -1.838 -3.173 1.186 0.590
C -1.445 -1.972 1.201 -0.594
N 0.709 0.888 -0.171 -0.128
O 1.727 -0.242 -2.202 -0.505
O 3.371 1.048 -0.934 -0.427
O 1.314 2.315 -2.156 -0.506
O -1.024 2.846 -0.605 -0.409
O 1.030 3.179 0.936 -0.468
O -0.919 1.630 1.617 -0.301
P 1.783 1.070 -1.288 0.777
P -0.096 2.217 0.460 0.830
H -3.126 -4.758 0.813 0.360
H -1.572 -5.137 1.963 0.334
H -1.802 -4.837 0.076 0.344
H -1.637 -1.305 2.065 0.301
H -0.954 -1.481 0.371 0.287
H 2.249 -1.012 -2.044 0.350
H 3.605 1.921 -0.622 0.340
H 1.532 2.398 -3.160 0.374
H -1.001 2.600 -1.465 0.357
H 1.226 4.059 0.512 0.416
H -1.001 2.239 2.255 0.313
```

Computed properties:
Kohn-Sham gap (hartree): 0.317
Charge: +2


x | This record from the Open Molecules 2025 dataset describes C3H11NO6P2 as an isolated structure. The level of theory is ωB97M-V with the def2-TZVPD basis set.

XYZ file:
```
23
Properties=species:S:1:pos:R:3:mulliken_charge:R:1
C -2.232 -1.204 -0.588 -0.509
C -1.986 -0.298 0.341 -0.395
C -0.889 -0.462 1.191 -0.282
N 0.588 0.201 0.078 0.474
O 1.545 1.964 -1.641 -0.469
O 0.675 2.593 0.730 -0.440
O -0.986 1.986 -0.982 -0.459
O 1.768 -1.487 1.711 -0.419
O 3.082 0.294 0.195 -0.427
O 2.016 -1.778 -0.687 -0.417
P 0.481 1.711 -0.516 0.633
P 1.878 -0.730 0.394 0.636
H -3.169 -1.372 -1.135 0.346
H -1.418 -1.929 -0.783 0.195
H -2.660 0.503 0.620 0.440
H -0.364 -1.477 1.189 0.455
H -0.956 0.115 2.142 0.325
H 1.722 1.353 -2.446 0.415
H 0.528 3.538 0.985 0.415
H -1.605 1.560 -1.573 0.382
H 1.720 -1.236 2.602 0.355
H 3.542 0.506 0.999 0.367
H 2.832 -2.250 -0.907 0.379
```

Computed properties:
Kohn-Sham gap (hartree): 0.359
Charge: +2


Quick one: most stable of them? x


w | This record from the Open Molecules 2025 dataset describes an isolated molecule of C2H5N3O. The level of theory is ωB97M-V with the def2-TZVPD basis set.

XYZ file:
```
11
Properties=species:S:1:pos:R:3:mulliken_charge:R:1
H -1.611 -1.817 1.959 0.255
N -0.678 -1.769 1.557 -0.632
C -0.616 -0.840 0.697 0.023
N 0.585 -0.564 0.037 -0.253
C 0.854 0.764 -0.360 0.451
N -0.055 1.224 -1.286 -0.423
O 1.761 1.423 0.096 -0.578
H -1.426 -0.163 0.404 0.354
H 1.374 -0.986 0.510 0.303
H 0.142 2.159 -1.609 0.245
H -0.331 0.569 -2.005 0.256
```

Computed properties:
Kohn-Sham gap (hartree): 0.391
SMILES: [H]/N=C/NC(N)=O


x | This record from the Open Molecules 2025 dataset describes an isolated molecule of C2H5N3O. The level of theory is ωB97M-V with the def2-TZVPD basis set.

XYZ file:
```
11
Properties=species:S:1:pos:R:3:mulliken_charge:R:1
O -1.682 1.087 -2.268 -0.681
N -1.278 0.579 -1.271 0.900
N -1.817 0.389 -0.199 -0.606
C -0.880 -0.180 0.797 -0.360
N 0.474 0.183 0.319 -0.329
C 0.420 0.024 -1.002 -0.392
H -0.995 0.248 1.803 0.314
H -0.693 -1.236 0.781 0.340
H 0.929 1.077 0.541 0.275
H 1.138 0.651 -1.696 0.266
H 0.352 -1.065 -1.198 0.273
```

Computed properties:
Kohn-Sham gap (hartree): 0.362
SMILES: [O-][N+]1=NCNC1


y | This record from the Open Molecules 2025 dataset describes an isolated molecule of C2H5N3O. The level of theory is ωB97M-V with the def2-TZVPD basis set.

XYZ file:
```
11
Properties=species:S:1:pos:R:3:mulliken_charge:R:1
C 1.832 0.319 0.068 -0.761
C 0.538 0.593 -0.142 0.111
N -0.594 -0.208 -0.136 0.536
N -1.820 0.476 -0.112 -0.664
N -0.665 -1.515 0.203 -0.176
O 0.301 -2.198 -0.152 -0.395
H 2.575 1.107 0.019 0.245
H 2.184 -0.682 0.291 0.248
H 0.281 1.628 -0.360 0.314
H -2.101 0.594 0.862 0.247
H -2.533 -0.115 -0.541 0.294
```

Computed properties:
Kohn-Sham gap (spin up / spin down) (hartree): 0.334 / 0.334
SMILES: C=CN(N)N=O


Quick one: most stable of them? w


w | This record from the Open Molecules 2025 dataset describes an isolated molecule of C2H5N3O. The level of theory is ωB97M-V with the def2-TZVPD basis set.

XYZ file:
```
11
Properties=species:S:1:pos:R:3:mulliken_charge:R:1
C 1.244 -1.279 -0.353 -0.514
N 0.019 -0.940 -1.038 -0.048
N -0.341 0.323 -1.066 -0.377
C -0.843 0.514 0.155 0.664
N -1.047 1.746 0.685 -0.378
O -1.044 -0.571 0.808 -0.617
H 1.154 -2.300 0.015 0.226
H 1.525 -0.579 0.438 0.275
H 2.004 -1.279 -1.146 0.283
H -0.929 2.549 0.090 0.228
H -1.742 1.816 1.411 0.259
```

Computed properties:
Kohn-Sham gap (spin up / spin down) (hartree): 0.317 / 0.289
SMILES: C/N=N\C(N)=O


x | This record from the Open Molecules 2025 dataset describes an isolated molecule of C2H5N3O. The level of theory is ωB97M-V with the def2-TZVPD basis set.

XYZ file:
```
11
Properties=species:S:1:pos:R:3:mulliken_charge:R:1
H -0.502 2.555 0.769 0.166
N -0.871 2.446 -0.167 -0.586
C -0.581 1.321 -0.696 0.160
N -0.018 0.259 0.030 -0.264
C 0.349 -1.037 -0.359 0.521
N 0.834 -1.782 0.707 -0.452
O 0.300 -1.448 -1.495 -0.555
H -0.471 1.786 -1.671 0.315
H 0.234 0.531 0.977 0.219
H 1.000 -2.752 0.474 0.252
H 0.452 -1.634 1.630 0.222
```

Computed properties:
Kohn-Sham gap (hartree): 0.383
SMILES: [H]/N=C\NC(N)=O


Quick one: most stable of them? x


w | This record from the Open Molecules 2025 dataset describes an isolated molecule of C5H7NO2. The level of theory is ωB97M-V with the def2-TZVPD basis set.

XYZ file:
```
15
Properties=species:S:1:pos:R:3:mulliken_charge:R:1
N -0.892 1.944 0.074 -0.518
C -0.782 0.659 0.020 0.500
O -1.900 0.016 -0.172 -0.384
C -1.619 -1.343 -0.113 -0.383
C -0.288 -1.589 0.211 -0.557
C 0.388 -0.185 0.079 -0.090
C 1.781 0.185 0.486 -0.199
O 2.833 -0.133 -0.445 -0.516
H -0.077 2.454 -0.277 0.243
H -2.006 2.268 -0.157 0.305
H -2.331 -2.155 -0.266 0.397
H 0.325 -2.556 0.332 0.316
H 1.850 1.309 0.376 0.199
H 1.894 -0.177 1.497 0.299
H 2.243 -0.172 -1.191 0.388
```

Computed properties:
Kohn-Sham gap (hartree): 0.302
SMILES: Nc1occc1CO


x | This record from the Open Molecules 2025 dataset describes an isolated molecule of C5H7NO2. The level of theory is ωB97M-V with the def2-TZVPD basis set.

XYZ file:
```
15
Properties=species:S:1:pos:R:3:mulliken_charge:R:1
C 0.505 -0.953 -0.604 -0.859
C 1.022 -0.274 0.380 -0.278
C 0.917 1.265 0.441 0.552
O 1.810 2.060 0.164 -0.618
N -0.346 1.653 0.647 -0.265
C -1.508 0.730 0.773 -0.466
C -2.057 0.211 -0.577 -0.044
O -2.626 -0.839 -0.646 -0.465
H 0.430 -1.976 -0.445 0.313
H 0.150 -0.437 -1.428 0.452
H 1.630 -0.825 1.078 0.340
H -0.672 2.629 0.263 0.302
H -1.244 -0.093 1.490 0.349
H -2.466 1.298 1.030 0.316
H -1.865 0.916 -1.454 0.370
```

Computed properties:
Kohn-Sham gap (hartree): 0.380
SMILES: C=CC(=O)NCC=O


y | This record from the Open Molecules 2025 dataset describes an isolated molecule of C5H7NO2. The level of theory is ωB97M-V with the def2-TZVPD basis set.

XYZ file:
```
15
Properties=species:S:1:pos:R:3:mulliken_charge:R:1
C 2.285 -1.759 0.058 0.045
C 0.516 -0.395 0.696 -0.185
C 2.456 0.439 -0.313 0.213
C -1.020 0.891 -0.556 -0.914
C -0.887 -0.048 0.600 -0.110
N 3.016 -0.693 -0.170 -0.483
O 0.992 -1.603 0.439 -0.270
O 3.025 1.647 -0.159 -0.351
H 2.795 -2.679 0.001 0.466
H -0.805 0.156 -1.421 0.262
H -0.149 1.739 -0.512 0.210
H -2.101 1.294 -0.609 0.306
H -1.435 -0.970 0.289 0.224
H -1.266 0.295 1.544 0.322
H 3.832 1.599 0.213 0.262
```

Computed properties:
Kohn-Sham gap (spin up / spin down) (hartree): 0.292 / 0.292


z | This record from the Open Molecules 2025 dataset describes an isolated molecule of C5H7NO2. The level of theory is ωB97M-V with the def2-TZVPD basis set.

XYZ file:
```
15
Properties=species:S:1:pos:R:3:mulliken_charge:R:1
C -1.725 -0.281 -1.972 -0.615
O -0.430 0.302 -1.643 -0.379
C 0.047 -0.081 -0.370 0.555
C 1.414 0.387 -0.119 -0.669
C 1.664 0.263 1.161 -0.114
C 0.723 0.103 2.249 -0.351
N -0.526 0.368 1.918 -0.357
O -0.703 0.527 0.613 -0.164
H -2.408 0.440 -1.461 0.271
H -1.778 -0.446 -3.062 0.257
H -2.038 -1.271 -1.365 0.261
H 0.032 -1.291 -0.171 0.208
H 2.244 0.781 -0.752 0.324
H 2.584 0.261 1.682 0.344
H 0.900 -0.063 3.293 0.430
```

Computed properties:
Kohn-Sham gap (hartree): 0.356
SMILES: CO[C@H]1C=CC=NO1


Quick one: most stable of them? x